DFT (the ωB97M-V functional and the def2-TZVPD basis) results for 2 unconnected molecules or ions with the total composition C2H9NO.

Relative energy (zero: lowest compared OMol25 entry of this formula, charge and spin) = 75.6 kJ/mol
Highest occupied orbital energy = -8.9 eV
Total energy = -211.5563 a.u.
SMILES = CNC.O

Cartesian coordinates (Å):
N  -0.40491  0.82162  1.06712
C  0.00000  0.00000  0.00000
C  0.49016  1.88060  1.30302
H  -0.40738  0.36348  1.98738
H  0.01370  0.61017  -0.91876
H  -0.76897  -0.78318  -0.10923
H  0.98350  -0.48611  0.11421
H  0.51090  2.13779  2.37542
H  0.13071  2.75700  0.73793
H  1.51808  1.64909  0.97681
O  -1.70852  -0.52295  4.95206
H  -2.40666  -0.63637  4.26796
H  -0.99482  -1.14488  4.68360


DFT (the ωB97M-V functional and the def2-TZVPD basis) results for 6 unconnected molecules or ions with the total composition C22H29Cl2F15O10.

Relative energy (zero: lowest compared OMol25 entry of this formula, charge and spin) = 0.0 kJ/mol
Highest occupied orbital energy (alpha / beta) = -0.4 / -5.3 eV
⟨S²⟩ = 0.7528
Charge = -1
2S+1 = 2
Total energy = -4026.4840 a.u.

Cartesian coordinates (Å):
C  -2.76409  -3.06793  -3.13888
C  -1.50571  -3.35974  -3.92121
O  -1.81730  -3.87999  -5.17712
C  -2.05061  -5.22880  -5.32693
O  -1.91311  -6.06133  -4.41888
C  -2.46635  -5.64319  -6.79962
F  -1.45082  -6.32835  -7.38807
F  -3.37715  -6.54027  -6.70867
F  -2.83421  -4.55323  -7.55083
H  -3.40507  -2.38363  -3.69474
H  -2.38970  -2.53917  -2.26233
H  -3.31869  -3.94064  -2.79407
H  -0.85434  -4.12024  -3.49055
H  -0.94096  -2.44601  -4.10635
C  -1.15954  0.59190  7.78773
C  -0.74363  1.98735  7.23962
O  -0.67875  1.87182  5.82106
C  -0.30349  2.91778  5.04684
O  0.33556  3.84480  5.50543
C  -0.73438  2.89468  3.52531
F  -1.04618  1.64888  3.22702
F  -1.78109  3.62953  3.31988
F  0.27792  3.27012  2.74307
H  -1.36135  0.64364  8.85763
H  -0.33720  -0.12292  7.75768
H  -1.98449  0.20606  7.18883
H  0.21800  2.25507  7.67745
H  -1.53043  2.69976  7.48766
C  2.66577  1.17125  1.48308
C  2.97123  1.83070  0.16645
O  1.91008  2.71326  -0.14934
C  0.71830  2.27695  -0.57441
O  0.41324  1.09073  -0.89546
C  -0.28643  3.40971  -0.69468
F  -0.72120  3.53504  -1.92352
F  -1.25788  3.10821  0.09592
F  0.22532  4.56832  -0.29234
H  1.77840  0.54024  1.43307
H  2.54959  1.86013  2.31977
H  3.38309  0.39592  1.75220
H  3.25646  1.12170  -0.61077
H  3.74194  2.56351  0.40540
C  -3.62366  5.48916  -1.02809
C  -4.44082  4.22329  -1.48760
O  -3.64236  3.22264  -2.01671
C  -4.16232  2.11482  -2.59898
O  -5.32021  1.94240  -3.01101
C  -3.10224  0.94474  -2.74044
F  -2.45367  1.29851  -3.88446
F  -2.29027  0.90366  -1.68002
F  -3.65385  -0.22880  -2.99161
H  -4.28502  6.35177  -0.94678
H  -2.93104  5.82571  -1.79953
H  -3.08505  5.26334  -0.10777
H  -5.15861  4.49425  -2.26184
H  -5.11014  3.88758  -0.69550
C  3.92479  -4.03266  0.71577
C  4.34308  -2.53962  1.12567
O  5.22873  -2.12674  0.08449
C  5.85640  -0.93331  0.21396
O  5.63280  -0.07997  1.08471
C  6.76929  -0.59990  -0.91233
F  6.94756  -1.56518  -1.84106
F  6.32813  0.50156  -1.55648
F  8.03929  -0.26859  -0.47088
H  4.82537  -4.61632  0.52499
H  3.16720  -4.08470  -0.06618
H  3.38206  -4.53367  1.51736
H  4.80779  -2.43888  2.10649
H  3.47479  -1.88462  1.19733
Cl  -1.32148  -2.80620  1.64853
C  -0.47282  -1.45211  0.90767
C  0.84174  -1.96282  0.29862
Cl  0.48331  -3.05032  -1.08204
H  -0.18976  -0.79433  1.72944
H  -1.12924  -1.02820  0.14773
H  1.31271  -2.61543  1.03373
H  1.57685  -1.25239  -0.07954


DFT (the ωB97M-V functional and the def2-TZVPD basis) results for C4H6O in the gas phase.

Relative energy (zero: lowest compared OMol25 entry of this formula, charge and spin) = 81.9 kJ/mol
Highest occupied orbital energy (alpha / beta) = -6.1 / -11.2 eV
⟨S²⟩ = 2.0075
2S+1 = 3
Total energy = -231.0486 a.u.

Cartesian coordinates (Å):
C  0.68849  1.01156  0.32042
C  1.83808  0.09956  -0.30151
C  -0.19112  -0.15165  -0.04327
C  -1.56302  -0.56119  -0.11925
O  0.86523  -0.88726  -0.47255
H  0.91667  1.09176  1.37156
H  0.48759  1.99409  -0.22530
H  2.67842  -0.36049  0.26452
H  -1.96872  -0.74119  -1.22915
H  -2.27365  0.15845  0.26129
H  -1.47797  -1.65365  0.17325


DFT (the ωB97M-V functional and the def2-TZVPD basis) results for a molecular structure, C3H8O2S2.

Relative energy (zero: lowest compared OMol25 entry of this formula, charge and spin) = 1000.3 kJ/mol
Highest occupied orbital energy = -7.8 eV
Total energy = -1065.6010 a.u.

Cartesian coordinates (Å):
C  1.69555  -0.85060  0.45430
C  2.92466  -1.03841  -0.29590
O  4.11989  -0.47051  -0.00913
C  1.29535  0.59217  1.01309
S  2.39113  1.90338  0.38365
S  -4.36256  0.38848  -0.60868
H  2.05969  -0.48043  -0.88175
H  1.36359  -1.83633  0.78047
H  3.30584  -2.05100  -0.45349
H  0.30789  0.90881  0.56062
H  1.31135  0.61645  2.06439
H  3.88151  0.44698  0.33323
H  -6.29552  0.23474  -1.55757
H  -6.73631  1.15219  -0.66082
O  -7.26206  0.48407  -1.12241


DFT (the ωB97M-V functional and the def2-TZVPD basis) results for a molecular structure, C26H49N10O5PSSi2.

Highest occupied orbital energy = -8.2 eV
Total energy = -3262.3188 a.u.

Cartesian coordinates (Å):
N  0.10674  -6.41513  0.47890
C  -0.80235  -5.72840  0.08449
O  -2.03006  -5.09637  -0.18119
Si  -1.63508  -3.36896  -0.24345
C  -1.63324  -2.88572  -2.12400
C  -0.19790  -3.31526  -2.71793
S  0.08824  -2.68832  -4.47406
C  1.51752  -1.50860  -4.23133
N  1.67090  -0.19261  -4.78570
N  2.86872  0.22230  -4.24511
C  3.42844  -0.78027  -3.40716
O  2.57926  -1.93194  -3.37663
O  -2.88901  -2.56601  0.62333
Si  -2.27835  -1.54500  1.88493
C  -1.15990  -0.10482  1.29944
N  -1.22673  0.20668  -0.16524
P  -1.20579  -2.59463  3.50718
N  -2.15012  -2.57125  4.81835
O  -0.82742  -4.23256  3.16709
O  0.24188  -1.76501  3.97965
H  -0.33939  -3.14670  0.39194
H  -2.43258  -3.52804  -2.62848
H  -1.88723  -1.77986  -2.26050
H  0.60236  -2.87970  -2.02286
H  -0.09507  -4.45664  -2.76804
H  4.40434  -0.65748  -2.82883
H  -3.45853  -0.92468  2.51447
H  -0.08218  -0.29043  1.66716
H  -1.49922  0.85562  1.85148
H  -0.36985  -0.23067  -0.56678
H  -2.01739  -0.25445  -0.63831
H  -1.65795  -2.04665  5.57094
H  0.12063  -4.20663  2.86098
H  0.85022  -1.75478  3.20425
C  4.07043  -7.48868  -0.96137
C  5.15920  -7.27693  0.08549
C  4.63242  -6.63361  1.37026
C  4.04863  -5.28407  1.06372
N  3.58740  -4.22222  0.82125
H  3.63400  -6.54076  -1.28650
H  4.48549  -7.97528  -1.84758
H  3.26781  -8.12104  -0.57016
H  5.94875  -6.65246  -0.34498
H  5.61071  -8.24301  0.32968
H  5.44452  -6.51522  2.09221
H  3.86206  -7.26136  1.82642
C  1.47976  3.74603  -2.83219
C  0.63058  4.21696  -1.65647
C  1.26139  3.89450  -0.29962
C  1.42776  2.40921  -0.15517
N  1.55653  1.24057  -0.04035
H  1.59839  2.65918  -2.83494
H  1.00539  4.02248  -3.77716
H  2.47496  4.20101  -2.80461
H  -0.35767  3.75335  -1.72513
H  0.48441  5.29714  -1.73402
H  0.62380  4.26241  0.50846
H  2.23908  4.37529  -0.20537
C  -0.54322  6.13163  -6.73399
C  -1.79691  5.26410  -6.69607
C  -2.77612  5.68023  -5.59578
C  -2.11631  5.55815  -4.25174
N  -1.59702  5.46172  -3.19360
H  0.03183  6.04979  -5.80796
H  0.11129  5.81735  -7.55058
H  -0.79922  7.18430  -6.88872
H  -1.50135  4.21970  -6.55352
H  -2.30173  5.32600  -7.66459
H  -3.66132  5.03939  -5.61799
H  -3.10205  6.71370  -5.74187
C  -4.02662  3.45322  -1.08093
C  -4.88377  3.93076  0.08705
C  -4.26937  3.60245  1.44972
C  -4.11628  2.11544  1.59597
N  -3.99432  0.94398  1.71044
H  -3.91743  2.36546  -1.08253
H  -4.48874  3.73401  -2.03067
H  -3.02827  3.89950  -1.04340
H  -5.87623  3.47511  0.00864
H  -5.02001  5.01340  0.00891
H  -4.91132  3.97530  2.25195
H  -3.28870  4.07513  1.55294
C  0.69402  -0.15024  8.58374
C  1.47839  -0.52654  7.33112
C  2.34072  0.62122  6.80088
C  1.46985  1.79094  6.43831
N  0.78455  2.71138  6.15290
H  -0.01433  0.65888  8.38783
H  0.11698  -1.00645  8.94169
H  1.36620  0.16718  9.38707
H  0.77589  -0.85041  6.55665
H  2.12245  -1.38115  7.55854
H  2.89163  0.29857  5.91367
H  3.06718  0.93626  7.55508


DFT (the ωB97M-V functional and the def2-TZVPD basis) results for a molecular structure, C12H18Cl5N3OPPdSbSe4.

Relative energy (zero: lowest compared OMol25 entry of this formula, charge and spin) = 0.0 kJ/mol
Highest occupied orbital energy (alpha / beta) = -1.5 / -1.6 eV
⟨S²⟩ = 2.0127
Charge = -2
2S+1 = 3
Total energy = -13323.9219 a.u.

Cartesian coordinates (Å):
Pd  1.02004  2.48037  1.61715
Cl  -0.80891  0.29920  3.68412
C  0.70078  -0.34407  3.11091
C  1.58262  0.49569  2.42984
C  2.81606  -0.05738  2.11025
Cl  4.00904  0.96107  1.32867
C  3.15261  -1.38407  2.36568
Cl  4.69188  -2.03181  1.89891
C  2.22105  -2.20592  2.98831
Cl  2.59293  -3.86995  3.29345
C  0.98837  -1.67910  3.37443
Cl  -0.15884  -2.70786  4.16906
Se  0.93292  6.88578  1.99575
Sb  -0.11439  4.82945  1.30295
Se  1.05873  3.75224  -0.60802
Se  1.00175  3.62846  3.73353
Se  -2.50964  4.61380  1.32865
C  -2.18507  -2.17643  -1.95180
N  -1.90071  -1.41030  -0.76596
C  -2.24736  -2.04870  0.48829
P  -0.84344  -0.10883  -0.79673
O  -0.81408  0.50274  0.54285
N  0.58158  -0.76297  -1.40077
C  1.05275  -1.95947  -0.71106
C  1.67266  0.19196  -1.61323
N  -1.29297  0.93248  -1.98859
C  -0.93908  0.85411  -3.38383
C  -2.16349  2.05177  -1.63726
H  -1.58176  -3.09517  -2.01877
H  -1.98723  -1.57984  -2.84108
H  -3.24039  -2.47062  -1.96925
H  -1.72097  -3.00492  0.62443
H  -3.32377  -2.25129  0.51901
H  -1.98982  -1.38658  1.31219
H  0.24423  -2.67931  -0.59822
H  1.45824  -1.73447  0.28264
H  1.84547  -2.42229  -1.30485
H  1.30022  1.09918  -2.08285
H  2.42811  -0.26854  -2.25682
H  2.14354  0.48956  -0.67170
H  -0.26089  0.02099  -3.56089
H  -0.44376  1.77986  -3.69926
H  -1.83044  0.72315  -4.01320
H  -2.28390  2.11630  -0.55930
H  -3.14664  1.94069  -2.11230
H  -1.70802  2.99105  -1.95533


- Number 4 is which compound?
  C3H8O2S2


- What is the total energy in the fourth record?
  -1065.6010 a.u.